(1)
{"formula": "C34H56N2OP3Zn", "method": "ωB97M-V/def2-TZVPD", "spin_multiplicity": 1, "max_force_ev_per_a": 4.617, "e_tot_ev": -117473.138, "e_lumo_ev": -3.02, "mol_weight_g_mol": 667.15, "homo_energy_ev": -8.7, "orbital_gap_ev": 5.7, "charge": 1, "symbols": ["C", "C", "C", "C", "C", "H", "H", "H", "N", "P", "P", "C", "H", "H", "C", "O", "C", "H", "C", "C", "C", "C", "C", "H", "H", "H", "C", "H", "H", "H", "C", "H", "H", "H", "C", "H", "H", "H", "C", "H", "H", "H", "C", "H", "H", "H", "C", "H", "H", "H", "C", "H", "H", "H", "C", "H", "H", "H", "C", "H", "H", "H", "C", "H", "H", "H", "C", "H", "H", "H", "Zn", "N", "C", "C", "C", "C", "C", "H", "C", "H", "C", "H", "H", "H", "C", "P", "C", "C", "H", "H", "H", "H", "H", "H", "H", "H", "H"], "coordinates": [[2.452588, 0.508199, 0.919235], [0.714550, 1.585999, 2.155372], [3.446919, 1.097798, 1.699441], [1.685955, 2.077600, 3.070661], [3.045263, 1.853995, 2.814754], [4.493722, 0.944131, 1.423291], [1.322884, 2.647948, 3.916065], [3.806480, 2.269157, 3.460928], [1.140849, 0.768676, 1.120886], [1.511389, -1.778170, -0.356302], [-1.770881, 1.607940, 0.848781], [2.792369, -0.464277, -0.234526], [2.796841, 0.076107, -1.187047], [3.778819, -0.932745, -0.124761], [-1.944617, -1.088946, -1.535537], [-2.608794, -1.187963, -2.473004], [-0.669837, 1.899708, 2.208989], [-1.071814, 2.432280, 3.083724], [-1.712069, 3.245663, -0.142923], [-3.558874, 1.396130, 1.538129], [1.689797, -2.641033, -2.038385], [2.173252, -2.894132, 1.078020], [-2.240988, 2.948323, -1.557633], [-3.330072, 2.799837, -1.567967], [-2.005147, 3.809166, -2.202117], [-1.775574, 2.060269, -1.997313], [-2.569510, 4.354885, 0.477339], [-3.649228, 4.153542, 0.451102], [-2.273813, 4.580052, 1.510249], [-2.407394, 5.270165, -0.112432], [-0.274306, 3.785001, -0.213772], [-0.218679, 4.553575, -1.001554], [0.023417, 4.254902, 0.731270], [0.454926, 3.010834, -0.456270], [-4.588785, 1.477641, 0.393136], [-4.316140, 0.813195, -0.442894], [-5.569578, 1.139646, 0.768915], [-4.733456, 2.491017, -0.002209], [-3.693757, 0.017012, 2.170270], [-3.545089, -0.798468, 1.461353], [-2.977698, -0.101446, 2.982606], [-4.695938, -0.105087, 2.611666], [-3.846807, 2.385850, 2.670359], [-3.844701, 3.432473, 2.366360], [-4.843964, 2.162840, 3.076449], [-3.129447, 2.262094, 3.489956], [1.374209, -4.197352, 0.994932], [1.454167, -4.765393, 1.935173], [0.302587, -3.971389, 0.839111], [1.721821, -4.856086, 0.186015], [1.855009, -2.155733, 2.390049], [2.564154, -1.338214, 2.574126], [0.843273, -1.725561, 2.373176], [1.914012, -2.842867, 3.248245], [3.680039, -3.184594, 1.070615], [3.909927, -3.814882, 1.943741], [4.015512, -3.726352, 0.183905], [4.283384, -2.276024, 1.173430], [1.650573, -1.623840, -3.185355], [2.481207, -0.909474, -3.129981], [1.758411, -2.172850, -4.133230], [0.711722, -1.067661, -3.233745], [0.526384, -3.635626, -2.209163], [-0.456657, -3.153337, -2.115060], [0.603910, -4.072269, -3.217414], [0.576479, -4.465913, -1.491463], [3.021308, -3.388043, -2.133833], [3.876642, -2.732038, -1.920635], [3.073357, -4.272998, -1.486250], [3.135594, -3.749016, -3.166865], [-0.307919, -0.087100, -0.139966], [0.292042, 0.844113, -1.776658], [0.800980, 1.590814, -2.530869], [1.394286, 2.440383, -3.472741], [1.265601, 2.131607, -4.837076], [2.119458, 3.572302, -3.054832], [1.852689, 2.958686, -5.783884], [0.701815, 1.236840, -5.125154], [2.692722, 4.401463, -4.008029], [2.224284, 3.775536, -1.982497], [2.562863, 4.094661, -5.369143], [1.759462, 2.719868, -6.840689], [3.243600, 5.285854, -3.691951], [3.022115, 4.745344, -6.115727], [-1.523013, -4.284220, 2.611359], [-1.374508, -2.635262, 1.826390], [-2.921757, -3.036779, 0.765639], [-1.451474, -1.756674, 3.545500], [-1.655532, -5.124641, 1.898978], [-2.454542, -4.192551, 3.195565], [-0.684303, -4.546142, 3.278288], [-3.707936, -3.570918, 1.317681], [-3.345977, -2.139959, 0.292667], [-2.560149, -3.707701, -0.038273], [-2.421785, -1.874689, 4.047569], [-0.686082, -2.232906, 4.167130], [-1.177025, -0.691796, 3.478539]], "atomic_forces_ev_per_a": [[0.3, 0.4, 0.1], [-1.2, -0.2, -0.7], [-0.3, -0.7, -0.8], [1.4, -0.4, -0.3], [-1.5, 0.3, 0.1], [-0.4, 0.0, 0.3], [0.2, 0.0, 0.0], [-0.1, 0.1, 0.1], [0.6, -0.1, 0.0], [0.5, -0.3, 0.4], [0.3, 0.6, 0.9], [0.0, 0.4, -0.1], [0.1, 0.1, 0.1], [-0.2, 0.4, 0.1], [-2.2, -0.4, -3.3], [2.0, 0.3, 3.0], [0.0, -0.2, 0.6], [0.5, -0.1, -0.5], [-0.7, -0.3, -0.2], [0.3, 0.1, -0.3], [0.3, -0.1, 0.6], [-0.4, 0.0, -0.3], [-0.1, 0.2, -0.2], [0.4, 0.1, 0.0], [-0.2, -0.2, 0.0], [-0.1, 0.2, 0.1], [-0.1, 0.3, -0.1], [0.4, 0.0, 0.0], [0.0, -0.1, -0.2], [0.0, -0.1, 0.1], [0.0, 0.0, 0.1], [-0.1, -0.2, 0.2], [0.0, -0.2, -0.2], [0.0, 0.0, 0.2], [-0.2, 0.1, 0.0], [-0.1, 0.2, 0.2], [0.3, 0.1, -0.1], [0.1, -0.3, 0.1], [0.2, -0.3, 0.2], [0.0, 0.3, 0.1], [-0.2, 0.1, -0.2], [0.2, 0.1, -0.2], [-0.2, 0.3, 0.1], [0.0, -0.2, 0.1], [0.2, 0.0, -0.1], [-0.2, 0.0, -0.2], [-0.3, -0.4, 0.0], [0.1, 0.2, -0.2], [0.7, -0.3, 0.0], [0.0, 0.2, 0.2], [-0.3, 0.3, 0.1], [-0.2, -0.2, 0.0], [0.5, -0.1, 0.1], [0.1, 0.0, -0.3], [0.1, -0.1, -0.1], [-0.1, 0.2, -0.2], [0.0, 0.1, 0.2], [-0.1, -0.2, 0.1], [0.0, 0.0, -0.1], [-0.1, -0.1, 0.0], [0.0, 0.1, 0.2], [0.1, -0.1, 0.0], [0.1, -0.1, -0.1], [0.3, -0.1, 0.0], [-0.1, 0.1, 0.2], [-0.1, 0.3, -0.2], [0.2, -0.3, -0.4], [-0.2, -0.2, 0.0], [-0.1, 0.3, -0.2], [0.0, 0.0, 0.2], [0.1, -0.3, 1.3], [1.9, 2.8, -3.2], [-1.8, -2.7, 2.6], [0.7, 0.9, -0.8], [-0.2, -0.2, 0.0], [-0.1, -0.1, 0.3], [0.1, 0.2, 0.2], [0.3, 0.4, 0.0], [-0.1, -0.1, -0.2], [-0.1, 0.0, -0.5], [-0.1, -0.1, 0.1], [0.0, 0.1, 0.2], [-0.1, -0.2, -0.1], [-0.2, -0.2, 0.2], [0.1, -1.0, 0.3], [-0.6, -0.2, 0.3], [-0.1, 0.7, 0.5], [-0.6, 0.1, -0.7], [0.1, 0.6, 0.2], [0.4, -0.4, 0.0], [-0.4, 0.2, -0.2], [0.1, 0.3, -0.1], [0.0, -0.5, 0.1], [0.1, 0.3, 0.5], [0.3, 0.1, -0.1], [-0.1, -0.2, -0.3], [-0.2, -0.4, -0.1]]}


(2)
{"formula": "C5H4NO", "method": "ωB97M-V/def2-TZVPD", "spin_multiplicity": 1, "max_force_ev_per_a": 4.150, "e_tot_ev": -8776.010, "e_lumo_ev": -5.77, "mol_weight_g_mol": 94.09, "homo_energy_ev": -15.2, "orbital_gap_ev": 9.4, "charge": 1, "symbols": ["C", "C", "C", "C", "C", "N", "O", "H", "H", "H", "H"], "coordinates": [[2.236197, 1.318030, 0.090100], [-0.991738, 0.306862, -0.172296], [-0.271820, 1.397906, -0.143848], [0.908990, -1.299156, -0.010766], [-0.437730, -1.103529, 0.130132], [1.044974, 1.363774, 0.136043], [1.991136, -1.603599, -0.092429], [-2.072434, 0.355107, -0.607778], [-0.733201, 2.445327, 0.013934], [-0.581553, -1.420773, 1.217426], [-1.092823, -1.759947, -0.560515]], "atomic_forces_ev_per_a": [[-1.7, 0.3, 0.3], [-2.5, -1.0, -1.3], [-1.4, 3.0, 1.6], [3.8, -1.3, -1.0], [-3.9, 0.2, 0.1], [3.3, -0.3, -0.1], [-1.6, 0.4, 0.1], [2.1, -0.2, 1.4], [0.6, -1.8, -1.2], [-0.3, 0.4, -1.0], [1.6, 0.2, 1.1]]}


(3)
{"formula": "C5H13N2", "method": "ωB97M-V/def2-TZVPD", "spin_multiplicity": 1, "max_force_ev_per_a": 4.921, "e_tot_ev": -8368.425, "e_lumo_ev": -4.16, "mol_weight_g_mol": 101.17, "homo_energy_ev": -13.7, "orbital_gap_ev": 9.6, "charge": 1, "symbols": ["C", "C", "C", "C", "C", "N", "N", "H", "H", "H", "H", "H", "H", "H", "H", "H", "H", "H", "H", "H"], "coordinates": [[2.199503, -0.621349, -0.035636], [1.220455, 0.341152, 0.134077], [-0.334433, 0.453929, 0.055179], [3.651379, -0.411005, 0.189895], [-0.798273, 1.847932, -0.214305], [-3.704582, -0.928651, 0.054080], [-1.013611, -0.609470, -0.124551], [1.923987, -1.646092, -0.460911], [1.676592, 1.350591, 0.502591], [3.970979, 0.634014, 0.584661], [4.313662, -0.614843, -0.654472], [3.940082, -1.042144, 1.018162], [0.124632, 2.314203, -0.535399], [-1.118889, 2.223202, 0.714056], [-1.515397, 1.728627, -0.928939], [-3.980368, -0.189995, -0.644026], [-4.151340, -0.877984, 0.985590], [-2.129025, -0.669430, -0.047291], [-3.761905, -1.778256, -0.369696], [-0.513455, -1.504438, -0.223064]], "atomic_forces_ev_per_a": [[-2.8, 0.1, -1.1], [1.2, 1.4, 1.4], [4.5, -1.0, -1.6], [0.9, 2.2, 1.1], [2.3, -1.8, 1.7], [0.5, 4.1, 0.7], [-1.2, -1.0, 0.3], [0.3, 1.3, 0.7], [-1.0, -1.8, -0.7], [-1.0, -1.5, -0.9], [-0.4, -0.3, -0.1], [0.2, -0.6, 0.1], [-0.4, 0.7, -0.2], [-0.7, 1.1, 1.0], [-2.1, 0.5, -1.9], [-0.2, -1.1, 1.5], [0.1, 0.0, -1.2], [0.8, 0.0, -0.1], [-0.7, -3.0, -1.2], [-0.3, 0.6, 0.5]]}


(4)
{"formula": "C18H52FN4O6", "method": "ωB97M-V/def2-TZVPD", "spin_multiplicity": 1, "max_force_ev_per_a": 1.899, "e_tot_ev": -40470.261, "e_lumo_ev": 3.05, "mol_weight_g_mol": 439.63, "homo_energy_ev": -5.6, "orbital_gap_ev": 8.7, "charge": -1, "symbols": ["F", "C", "C", "C", "O", "C", "N", "H", "H", "H", "H", "H", "H", "H", "H", "H", "H", "H", "C", "C", "C", "O", "C", "N", "H", "H", "H", "H", "H", "H", "H", "H", "H", "H", "H", "C", "C", "C", "O", "C", "N", "H", "H", "H", "H", "H", "H", "H", "H", "H", "H", "H", "C", "C", "C", "O", "C", "N", "H", "H", "H", "H", "H", "H", "H", "H", "H", "H", "H", "C", "O", "H", "H", "H", "H", "C", "O", "H", "H", "H", "H"], "coordinates": [[0.092752, -0.628654, -0.527808], [-4.046432, 1.526750, -2.858353], [-3.048764, 0.821858, -1.944184], [-3.459553, -0.584064, -1.477034], [-4.775298, -0.633266, -0.978886], [-4.914289, -1.517831, 0.133533], [-1.741968, 0.725105, -2.604509], [-5.001936, 1.527990, -2.331444], [-4.189020, 0.969711, -3.789702], [-3.677781, 2.511336, -3.139684], [-2.894574, 1.363917, -1.008717], [-2.644096, -0.851570, -0.801111], [-3.329509, -1.202582, -2.378928], [-4.149183, -1.286256, 0.872430], [-4.870580, -2.578785, -0.123046], [-5.911019, -1.363078, 0.546552], [-1.849617, 0.133473, -3.427393], [-1.177083, 0.164105, -1.953439], [4.659332, -2.895185, 1.470210], [3.387429, -2.909867, 0.610216], [2.148067, -2.974463, 1.494491], [2.122068, -1.932746, 2.465536], [1.389530, -2.304986, 3.617313], [3.296034, -1.732325, -0.303994], [5.538389, -2.456714, 0.996731], [4.828874, -3.955041, 1.687395], [4.547004, -2.359236, 2.412296], [3.425955, -3.802950, -0.025053], [2.112453, -3.917484, 2.055217], [1.248313, -2.907490, 0.876776], [1.744177, -1.659905, 4.418018], [1.505356, -3.343281, 3.947948], [0.335962, -2.113823, 3.402013], [4.143854, -1.669116, -0.867596], [2.649642, -2.153241, -0.991804], [2.475072, 2.752716, -3.403836], [2.624796, 2.966070, -1.900526], [1.375399, 3.615880, -1.295132], [1.702299, 3.869325, 0.070973], [1.253582, 5.125426, 0.510370], [2.862249, 1.674848, -1.215710], [1.623446, 2.116306, -3.661481], [3.360555, 2.344216, -3.892533], [2.220287, 3.695479, -3.911967], [3.555049, 3.471066, -1.632525], [0.547601, 2.905764, -1.272916], [1.120183, 4.490050, -1.899265], [1.341381, 5.962402, -0.194378], [1.941152, 5.451959, 1.298959], [0.238719, 5.057468, 0.915691], [3.778085, 1.361961, -1.548707], [2.298566, 0.929533, -1.622874], [-2.927900, 1.858889, 1.686058], [-1.419477, 1.859492, 2.041203], [-1.022263, 0.511414, 2.665165], [0.183877, 0.518913, 3.357170], [0.067833, 0.509655, 4.754877], [-0.517138, 2.151381, 0.947440], [-3.352483, 0.933275, 1.292406], [-3.031402, 2.720743, 1.023188], [-3.549441, 2.106487, 2.554992], [-1.353447, 2.648901, 2.799071], [-0.933941, -0.153194, 1.792578], [-1.861807, -0.008042, 3.150924], [-0.385915, 1.475513, 5.027250], [1.017765, 0.448526, 5.280592], [-0.604862, -0.264760, 5.142635], [-0.575246, 1.419522, 0.234965], [-0.746927, 2.999294, 0.438962], [1.505221, -2.164374, -3.302340], [0.875433, -2.714377, -2.163174], [0.927338, -2.510166, -4.163479], [1.498051, -1.072689, -3.319388], [2.556011, -2.437917, -3.442685], [0.594569, -1.975656, -1.567627], [-1.488276, -3.779752, -0.275479], [-1.751124, -2.669227, 0.555275], [-1.633173, -3.474854, -1.317709], [-0.499387, -4.221058, -0.134454], [-2.243593, -4.554141, -0.109836], [-1.141201, -1.962567, 0.233289]], "atomic_forces_ev_per_a": [[-0.7, -0.7, -0.5], [0.0, -0.7, 0.5], [0.0, 0.0, -0.2], [0.6, 0.7, -1.4], [0.1, -0.5, 0.6], [-0.3, 0.4, -0.2], [0.0, -0.3, 0.5], [-0.1, 0.5, -0.2], [0.1, -0.2, 0.0], [-0.2, 0.2, 0.2], [-0.1, 0.5, -0.2], [-0.5, -0.4, 0.5], [-0.3, -0.4, 0.2], [0.0, -0.2, 0.2], [0.4, 0.0, -0.3], [0.0, 0.2, 0.1], [0.0, 0.1, 0.0], [0.6, 0.2, -0.1], [-0.3, -0.5, 0.1], [0.9, 1.2, 0.0], [-0.3, 0.3, 0.2], [0.6, -0.9, 0.1], [-0.1, 0.8, -0.5], [-0.5, -1.3, -0.5], [-0.1, -0.2, -0.4], [0.5, 0.2, 0.3], [-0.3, 0.0, -0.1], [-0.2, -0.3, 0.3], [0.2, -0.3, -0.3], [-0.1, 0.0, -0.1], [-0.2, 0.1, 0.1], [0.3, -0.1, -0.3], [-0.2, -0.1, 0.4], [0.3, -0.1, 0.4], [-0.2, 1.1, 0.2], [-0.5, 1.0, -0.6], [-0.3, -1.9, 0.0], [1.2, -0.9, 0.5], [0.0, 1.5, -0.9], [0.6, 0.1, 0.9], [0.6, -0.4, -0.7], [0.1, -0.3, 0.4], [0.1, 0.0, 0.2], [0.3, 0.0, 0.0], [-0.4, 0.9, -0.3], [-0.1, -0.1, -0.5], [-0.1, 0.3, 0.4], [-0.3, -0.4, -0.5], [-0.3, -0.3, 0.3], [-0.1, 0.2, 0.0], [0.1, 0.2, 0.5], [-0.8, 0.1, 0.5], [0.1, 0.6, 0.4], [-0.8, -0.3, 0.7], [-0.7, -0.4, -1.7], [0.8, -0.7, 0.6], [-1.1, 1.2, 0.0], [-0.3, -0.3, -0.4], [0.3, 0.1, -0.5], [-0.5, -0.3, -0.4], [0.2, -0.1, 0.2], [0.4, 0.1, 0.0], [0.6, 0.1, -0.1], [0.1, 0.6, 0.9], [0.0, -0.1, 0.4], [0.3, -0.1, -0.5], [0.1, -0.2, -0.2], [0.4, -0.4, 0.3], [-0.2, 0.2, 0.4], [-0.7, 0.2, -0.3], [0.6, 0.2, 0.1], [0.3, 0.1, -0.3], [-0.2, 0.1, 0.2], [0.0, -0.4, 0.3], [-0.1, 0.4, 0.2], [-0.8, 0.1, -0.5], [0.6, 0.2, 0.1], [0.4, -0.2, -0.1], [0.1, 0.1, 0.0], [0.0, 0.0, 0.4], [0.0, 0.1, 0.2]]}